1.
C19H20CaCl4GeN3OS as an isolated structure, computed with wB97M-V/def2-TZVPD.

The geometry in XYZ format:
```
50
Properties=species:S:1:pos:R:3:forces:R:3:mulliken_spin:R:1
Ca 0.411 -1.408 -1.382 -0.0308 -0.0072 -0.0134 -0.0059
C 3.526 0.791 -2.024 0.0210 -0.0429 0.0160 0.2821
C 2.712 -0.286 -2.675 -0.0155 -0.0162 0.0205 0.4298
O 2.893 -0.875 -3.678 -0.0265 0.0097 -0.0211 0.3165
H 4.377 1.052 -2.654 0.0003 0.0113 0.0023 0.0213
H 3.848 0.413 -1.053 -0.0052 0.0202 0.0034 -0.0202
H 2.882 1.647 -1.826 -0.0160 -0.0009 -0.0106 -0.0363
Cl -0.464 -5.751 -3.295 -0.0054 0.0070 0.0027 -0.0002
Ge 0.906 -3.971 -3.507 -0.0263 0.0089 0.0629 -0.0030
Cl 2.719 -5.048 -4.118 0.0272 -0.0106 0.0000 -0.0001
Cl 1.493 -3.833 -1.055 -0.0018 -0.0075 -0.0439 -0.0002
C -1.690 -5.266 0.116 -0.0120 0.0183 -0.0086 -0.0001
N -2.081 -4.268 -0.864 0.0024 -0.0215 -0.0101 0.0004
C -1.957 -2.961 -0.699 0.0345 -0.0195 0.0620 -0.0007
N -1.452 -2.489 0.463 -0.0410 -0.0046 -0.0629 0.0005
S -2.302 -1.870 -1.971 0.0073 -0.0081 -0.0406 -0.0005
H -1.914 -6.246 -0.295 0.0108 0.0000 -0.0048 -0.0001
H -2.259 -5.142 1.040 0.0042 0.0019 -0.0014 0.0000
H -0.618 -5.216 0.319 0.0054 -0.0073 0.0008 0.0002
H -2.214 -4.577 -1.817 -0.0018 0.0095 0.0003 0.0001
H -1.238 -3.144 1.201 0.0064 -0.0076 -0.0054 -0.0001
H -1.719 -1.529 0.755 0.0091 0.0237 0.0236 -0.0006
Cl -3.657 3.387 -0.382 -0.0031 -0.0038 0.0073 0.0000
C -2.825 2.367 0.740 0.0034 0.0074 0.0026 0.0002
C -2.199 2.901 1.851 0.0024 -0.0159 -0.0023 -0.0002
C -1.537 2.032 2.703 -0.0163 0.0261 -0.0144 0.0003
C -1.529 0.681 2.404 0.0152 0.0262 0.0076 0.0002
N -2.133 0.174 1.331 -0.0066 -0.0445 -0.0099 -0.0002
C -2.772 1.001 0.509 0.0073 0.0303 0.0036 0.0003
H -2.218 3.967 2.029 0.0015 -0.0031 0.0014 0.0000
H -1.016 2.400 3.575 -0.0022 -0.0068 0.0025 0.0000
H -0.998 -0.019 3.037 0.0031 0.0002 -0.0026 -0.0002
H -3.238 0.567 -0.367 -0.0046 0.0003 -0.0008 0.0004
C 0.450 4.614 -0.001 -0.0034 0.0032 -0.0066 -0.0008
C -0.075 3.798 -1.026 0.0076 0.0026 0.0070 0.0058
C 0.089 2.443 -0.966 0.0047 -0.0012 -0.0032 -0.0006
C 0.784 1.812 0.100 -0.0182 -0.0097 -0.0238 -0.0747
C 0.942 0.386 0.123 0.0557 0.0394 0.0321 0.0801
C 1.638 -0.116 1.205 0.0013 -0.0186 0.0160 0.0109
C 2.165 0.693 2.245 -0.0084 0.0144 -0.0079 -0.0006
C 2.005 2.047 2.204 0.0031 0.0018 -0.0027 0.0028
C 1.310 2.646 1.120 0.0115 0.0031 0.0281 -0.0018
C 1.126 4.049 1.045 -0.0083 -0.0037 -0.0036 0.0008
H 0.319 5.688 -0.048 -0.0001 -0.0003 0.0005 0.0000
H -0.614 4.249 -1.850 -0.0005 -0.0014 0.0025 0.0001
H -0.332 1.812 -1.745 0.0012 0.0004 -0.0023 0.0015
H 1.812 -1.192 1.296 0.0082 0.0047 -0.0023 -0.0067
H 2.702 0.236 3.069 -0.0016 -0.0073 -0.0027 -0.0001
H 2.409 2.681 2.985 -0.0015 0.0029 -0.0005 0.0000
H 1.534 4.672 1.833 0.0022 -0.0029 0.0024 -0.0002
```
Forces are in eV/Å.

Values from the calculation:
gap between HOMO and LUMO (alpha / beta)	8.286 / 7.063	eV
net charge	0
spin multiplicity	2
LUMO energy (alpha / beta)	0.267 / -0.982	eV
energy	-5969.1809	Eh
<S²>	0.75

2.
C19H20Cl2MnN4O11 as an isolated structure, computed with wB97M-V/def2-TZVPD.

The geometry in XYZ format:
```
57
Properties=species:S:1:pos:R:3:forces:R:3:mulliken_spin:R:1
Mn -0.091 0.160 0.524 0.2215 -0.2586 -0.5484 3.1390
N 1.768 -0.278 -0.172 -0.2169 0.0391 -0.0351 -0.1511
N 2.676 -0.166 0.903 -0.1743 0.1996 0.0742 0.0019
C 2.123 0.068 2.167 0.6523 -0.2376 -0.3702 0.0112
O 2.790 0.052 3.161 -0.2003 0.0324 0.0309 0.0009
O 0.838 0.336 2.083 -0.6790 0.1733 0.4155 -0.0098
H 1.715 -1.253 -0.534 -0.2768 -0.0226 0.1579 0.0107
H 2.019 0.413 -0.888 -0.2607 0.1980 0.0147 0.0055
H 3.526 -0.701 0.842 -0.0050 -0.1003 -0.0202 -0.0035
C 2.129 4.453 1.641 0.0015 0.0354 -0.1885 0.0000
C 2.000 4.970 0.207 -0.0845 -0.1855 0.2685 -0.0018
C 0.782 4.364 -0.533 0.2192 0.2538 -0.2094 -0.0019
C 0.703 4.918 -1.975 -0.2235 -0.0816 -0.0331 0.0000
C -0.586 4.528 -2.695 0.1633 -0.0126 0.0233 -0.0002
C -0.477 4.799 0.203 0.0072 -0.1530 0.0624 -0.0019
O -0.788 5.948 0.360 0.0461 -0.0038 -0.0676 0.0008
N -1.295 3.785 0.710 -0.1516 -0.0977 0.1308 0.0028
C -0.956 2.475 0.703 0.0427 0.3190 -0.0547 -0.0161
O -1.643 1.575 1.233 0.4277 -0.6821 -0.0280 -0.0165
N 0.164 2.055 0.106 0.0569 -0.1172 0.0787 -0.0615
C 1.024 2.857 -0.596 0.0680 -0.1409 -0.0141 -0.0158
O 1.973 2.386 -1.190 -0.0813 0.0746 -0.0001 0.0076
H 2.991 4.901 2.133 -0.0034 -0.0120 0.0263 0.0000
H 2.259 3.369 1.661 0.0357 -0.0053 0.0651 0.0008
H 1.243 4.702 2.229 0.0234 0.0040 0.0531 -0.0002
H 2.889 4.707 -0.368 -0.0095 0.0657 -0.0496 0.0002
H 1.887 6.054 0.211 -0.0289 -0.0012 -0.0939 -0.0004
H 1.567 4.530 -2.514 0.0564 0.0604 0.0413 0.0000
H 0.780 6.005 -1.921 0.0888 -0.0077 0.0685 -0.0007
H -0.725 3.447 -2.714 -0.0458 -0.0175 -0.0254 0.0009
H -0.560 4.876 -3.727 -0.0142 0.0143 -0.0034 0.0000
H -1.456 4.984 -2.217 -0.0344 -0.0151 -0.0212 -0.0001
H -2.149 4.052 1.181 0.0051 0.0400 0.0148 0.0002
Cl -2.483 -3.788 0.804 -0.0439 -0.1390 -0.0414 0.0009
C -0.775 -4.085 0.483 -0.0205 0.2108 0.2475 -0.0053
Cl -0.009 -4.947 1.834 0.0109 -0.0035 -0.0118 -0.0001
C 0.010 -2.780 0.266 0.2795 -0.2385 -0.3886 0.0004
O 1.010 -2.849 -0.445 -0.2305 0.0745 0.1129 0.0102
O -0.441 -1.745 0.869 0.0354 0.9380 0.1884 -0.0064
H -0.690 -4.712 -0.396 0.0340 0.0499 -0.0258 -0.0002
O -1.810 1.433 -2.502 0.2061 -0.1015 0.1546 0.0008
C -2.022 0.626 -1.624 -0.7063 0.3750 -0.3827 -0.0034
O -1.046 -0.036 -1.019 0.4195 -0.5814 0.3563 0.0914
C -3.420 0.306 -1.175 0.2892 0.0772 0.0252 -0.0008
C -4.470 0.944 -1.824 0.1214 -0.0047 -0.0700 0.0013
C -5.790 0.778 -1.413 -0.2129 -0.0493 0.0768 0.0006
C -6.004 -0.039 -0.329 0.3340 -0.1527 0.1780 -0.0001
O -7.179 -0.348 0.288 -0.0634 0.0989 -0.1810 -0.0001
C -6.855 -1.232 1.356 -0.2016 -0.1598 0.2645 0.0000
O -5.449 -1.428 1.356 0.1803 -0.0826 0.0368 0.0000
C -4.955 -0.687 0.319 -0.2094 0.1966 -0.2643 0.0025
C -3.655 -0.544 -0.084 -0.0576 -0.0414 0.1359 -0.0013
H -4.239 1.578 -2.668 0.0051 0.0315 0.0297 -0.0001
H -6.614 1.268 -1.912 0.0213 0.0148 -0.0174 0.0000
H -7.362 -2.191 1.211 0.0589 0.0461 -0.1077 0.0000
H -7.168 -0.791 2.306 0.0679 0.0661 -0.0706 0.0000
H -2.858 -1.062 0.427 0.0570 0.0176 -0.0086 0.0084
```
Forces are in eV/Å.

Values from the calculation:
gap between HOMO and LUMO (alpha / beta)	4.973 / 6.425	eV
net charge	0
spin multiplicity	4
LUMO energy (alpha / beta)	-3.474 / -2.023	eV
energy	-3854.2073	Eh
<S²>	3.86